{
  "formula": "C37H40N2OP2Pd",
  "method": "ωB97M-V with the def2-TZVPD basis set",
  "gap_ha": [0.24823, 0.24420],
  "multiplicity": 1,
  "relative_energy_kj_mol": 0.00,
  "e_tot_ha": -2429.201055,
  "symbols": ["Pd", "C", "C", "P", "C", "C", "C", "C", "C", "C", "C", "C", "C", "C", "C", "C", "P", "C", "C", "C", "C", "C", "C", "C", "C", "C", "C", "C", "C", "H", "H", "H", "H", "H", "H", "H", "H", "H", "H", "H", "H", "H", "H", "H", "H", "H", "H", "H", "H", "H", "H", "H", "H", "C", "C", "C", "C", "C", "H", "H", "H", "H", "H", "H", "H", "H", "H", "H", "N", "C", "O", "C", "C", "C", "C", "N", "C", "H", "H", "H", "H", "H", "H"],
  "xyz": [[-1.9742, -0.1483, 1.0408], [1.5016, -0.1175, 0.3250], [1.5768, 0.0259, 1.8402], [-0.0801, -0.2128, 2.6157], [0.3774, -0.1809, 4.3920], [0.4796, 0.9963, 5.1308], [0.8728, 0.9568, 6.4615], [1.1727, -0.2553, 7.0670], [1.0722, -1.4326, 6.3397], [0.6702, -1.3940, 5.0132], [-0.8881, 1.4134, 2.4168], [-2.2152, 1.4977, 2.8902], [-2.9684, 2.6558, 2.6708], [-2.4114, 3.7371, 2.0190], [-1.0797, 3.6826, 1.5964], [-0.3274, 2.5430, 1.7892], [2.9162, 0.4978, -0.7037], [2.9707, 2.2368, -0.1131], [3.5511, 2.6646, 1.0822], [3.4374, 3.9852, 1.4919], [2.7381, 4.8999, 0.7153], [2.1665, 4.4924, -0.4817], [2.2918, 3.1719, -0.8952], [4.3659, -0.2460, 0.1247], [5.6028, 0.4007, 0.1176], [6.7292, -0.2158, 0.6424], [6.6414, -1.4947, 1.1741], [5.4222, -2.1561, 1.1668], [4.2959, -1.5384, 0.6427], [0.6305, 0.4220, -0.0617], [1.3118, -1.1588, 0.0473], [1.9922, 0.9891, 2.1427], [2.2252, -0.7382, 2.2738], [0.2474, 1.9473, 4.6683], [0.9457, 1.8767, 7.0275], [1.4777, -0.2829, 8.1051], [1.2961, -2.3822, 6.8085], [0.5724, -2.3184, 4.4532], [-2.6262, 0.7031, 3.5009], [-3.9888, 2.6990, 3.0296], [-2.9973, 4.6311, 1.8498], [-0.6296, 4.5379, 1.1082], [0.7012, 2.5249, 1.4423], [4.1052, 1.9622, 1.6934], [3.8928, 4.3005, 2.4224], [2.6472, 5.9288, 1.0396], [1.6347, 5.2049, -1.0996], [1.8624, 2.8565, -1.8404], [5.6873, 1.3969, -0.2999], [7.6783, 0.3049, 0.6345], [7.5195, -1.9751, 1.5857], [5.3449, -3.1581, 1.5695], [3.3545, -2.0775, 0.6347], [-0.7932, -3.5064, 0.2254], [-2.2693, -3.1918, 0.5231], [-2.5396, -3.4265, 2.0099], [-3.1567, -4.1316, -0.3089], [-2.5839, -1.7778, 0.1066], [-0.5718, -4.5528, 0.4557], [-0.1442, -2.8749, 0.8372], [-0.5572, -3.3287, -0.8269], [-2.3207, -4.4609, 2.2910], [-3.5845, -3.2154, 2.2430], [-1.9215, -2.7608, 2.6166], [-2.9892, -5.1716, -0.0174], [-2.9365, -4.0360, -1.3745], [-4.2137, -3.9040, -0.1544], [-2.4945, -1.7376, -0.9942], [-5.6424, 0.2295, -3.1764], [-4.9429, 1.3383, -3.5270], [-5.3248, 2.1046, -4.3901], [-3.6591, 1.5855, -2.7875], [-2.7935, 2.5553, -3.2766], [-1.6056, 2.7849, -2.6082], [-1.3287, 2.0454, -1.4682], [-2.1574, 1.1223, -0.9853], [-3.2979, 0.9038, -1.6365], [-6.4811, 0.0303, -3.6933], [-5.2756, -0.4716, -2.5595], [-3.0718, 3.1018, -4.1679], [-0.8965, 3.5235, -2.9566], [-0.4104, 2.2112, -0.9164], [-3.9246, 0.1441, -1.1783]],
  "atomic_forces_ev_per_a": [[0.1, -0.3, 0.0], [0.0, 0.0, 0.0], [0.0, 0.0, 0.1], [0.0, 0.3, -0.1], [0.0, -0.2, 0.0], [0.0, 0.0, 0.0], [0.0, 0.0, 0.0], [0.0, 0.0, 0.0], [0.0, 0.0, 0.0], [0.0, 0.0, 0.0], [-0.1, 0.1, 0.1], [0.0, 0.1, 0.0], [0.0, 0.0, 0.0], [0.0, 0.0, 0.0], [0.0, 0.0, 0.0], [0.0, 0.0, -0.1], [0.0, 0.0, 0.0], [-0.1, 0.0, 0.0], [0.0, 0.0, 0.0], [0.0, 0.0, 0.0], [0.0, 0.0, 0.0], [0.0, 0.0, 0.0], [0.0, 0.0, 0.0], [0.0, 0.0, 0.0], [0.0, -0.1, 0.0], [0.0, 0.0, 0.0], [0.0, 0.0, 0.0], [0.0, 0.0, 0.0], [0.0, 0.0, 0.0], [0.0, 0.0, 0.0], [0.0, 0.0, 0.0], [0.0, 0.0, 0.0], [0.0, 0.0, 0.0], [0.0, 0.0, 0.0], [0.0, 0.0, 0.0], [0.0, 0.0, 0.0], [0.0, 0.0, 0.0], [0.0, 0.0, 0.0], [0.0, 0.0, 0.0], [0.0, 0.0, 0.0], [0.0, 0.0, 0.0], [0.0, 0.0, 0.0], [-0.1, 0.0, 0.0], [0.0, 0.0, 0.0], [0.0, 0.0, 0.0], [0.0, 0.0, 0.0], [0.0, 0.0, 0.0], [0.0, 0.0, 0.0], [0.0, 0.0, 0.0], [0.0, 0.0, 0.0], [0.0, 0.0, 0.0], [0.0, 0.0, 0.0], [0.0, 0.0, 0.0], [0.0, 0.0, 0.0], [0.0, 0.0, 0.0], [0.0, 0.0, 0.0], [0.0, 0.0, 0.0], [0.0, 0.2, 0.1], [0.0, 0.0, 0.0], [0.0, 0.0, 0.0], [0.0, 0.0, 0.0], [0.0, 0.0, 0.0], [0.0, 0.0, 0.0], [0.0, 0.0, 0.0], [0.0, 0.0, 0.0], [0.0, 0.0, 0.0], [0.0, 0.0, 0.0], [0.0, 0.0, 0.0], [0.0, 0.0, 0.0], [0.0, 0.0, 0.0], [0.0, 0.0, 0.0], [0.0, 0.0, 0.0], [0.0, 0.0, 0.0], [0.0, 0.0, 0.0], [0.0, 0.0, 0.0], [0.1, 0.0, 0.0], [0.0, -0.1, 0.1], [0.0, 0.0, 0.0], [0.0, 0.0, 0.0], [0.0, 0.0, 0.0], [0.0, 0.0, 0.0], [0.0, 0.0, 0.0], [0.0, 0.0, 0.0]],
  "lowdin_charge": [0.528, -0.424, -0.377, 1.011, -0.355, -0.079, -0.082, -0.090, -0.087, -0.106, -0.472, -0.174, -0.084, -0.085, -0.087, -0.103, 1.064, -0.400, -0.115, -0.075, -0.088, -0.093, -0.131, -0.398, -0.114, -0.084, -0.092, -0.083, -0.108, 0.032, 0.057, 0.062, 0.076, 0.103, 0.103, 0.102, 0.103, 0.100, 0.096, 0.106, 0.102, 0.100, 0.081, 0.106, 0.106, 0.104, 0.103, 0.090, 0.104, 0.103, 0.101, 0.103, 0.097, -0.074, -0.726, -0.096, -0.079, -0.137, 0.081, 0.044, 0.081, 0.077, 0.077, 0.036, 0.080, 0.076, 0.078, 0.017, 0.177, -0.500, 0.058, -0.110, 0.008, -0.032, -0.122, 0.031, -0.094, 0.114, 0.090, 0.124, 0.106, 0.076, 0.080]
}